No. 1
Density functional theory data (ωB97M-V/def2-TZVPD) for C3H5NO in the gas phase in a non-equilibrium geometry.

Bonds (Å) are listed after each position.
Geometry (Å):
1 C -0.927 -0.441 -0.129  C2 1.437, N3 1.721, H6 1.100, H7 1.075
2 C -0.679 0.907 0.305  C1 1.437, N3 1.451, H8 1.077, H9 1.086
3 N 0.441 0.523 -0.532  C1 1.721, C2 1.451, C4 1.370
4 C 1.455 -0.326 -0.173  N3 1.370, O5 1.215, H10 1.101
5 O 1.257 -1.440 0.269  C4 1.215
6 H -0.967 -1.262 0.602  C1 1.100
7 H -1.331 -0.683 -1.096  C1 1.075
8 H -1.252 1.689 -0.165  C2 1.077
9 H -0.471 1.041 1.362  C2 1.086
10 H 2.474 -0.009 -0.443  C4 1.101

Its charge is 0. Its SMILES is O=CN1CC1. The HOMO-LUMO gap comes out at 10.61 eV. The HOMO energy is -9.568 eV. For the total energy, the calculation gives -247.21148 Ha. The energy relative to the best compared isomer or geometry (same formula, charge and spin) comes out at 2.6057 eV.

---

No. 2
Density functional theory data (ωB97M-V/def2-TZVPD) for 2 unconnected molecules or ions with the total composition C3H9N2 in a non-equilibrium geometry.

Bonds (Å) are listed after each position.
Geometry (Å):
1 C -2.028 0.853 -0.875  C2 1.532, H6 1.094, H7 1.082, H8 1.013
2 C -0.661 0.164 -0.921  C1 1.532, C3 1.354, N5 1.500
3 C 0.145 0.306 0.157  C2 1.354, H9 1.118
4 N 2.455 -0.897 2.764  H10 0.993, H11 1.024, H12 1.053
5 N -0.473 -0.697 -2.135  C2 1.500, H13 1.031, H14 0.994
6 H -2.221 0.969 -1.945  C1 1.094
7 H -2.783 0.139 -0.574  C1 1.082
8 H -1.969 1.751 -0.408  C1 1.013
9 H 0.483 1.296 0.553  C3 1.118
10 H 1.998 -1.619 3.268  N4 0.993
11 H 3.218 -0.400 3.234  N4 1.024
12 H 1.989 -0.387 1.970  N4 1.053
13 H 0.340 -1.331 -2.128  N5 1.031
14 H -0.493 -0.146 -2.962  N5 0.994

Its charge is +1. The HOMO-LUMO gap comes out at 4.30 eV. The HOMO energy is -12.280 eV. For the total energy, the calculation gives -228.76566 Ha. The energy relative to the best compared isomer or geometry (same formula, charge and spin) comes out at 6.0178 eV.

---

Copy entry 2 word for word.
Density functional theory data (ωB97M-V/def2-TZVPD) for 2 unconnected molecules or ions with the total composition C3H9N2 in a non-equilibrium geometry.

Bonds (Å) are listed after each position.
Geometry (Å):
1 C -2.028 0.853 -0.875  C2 1.532, H6 1.094, H7 1.082, H8 1.013
2 C -0.661 0.164 -0.921  C1 1.532, C3 1.354, N5 1.500
3 C 0.145 0.306 0.157  C2 1.354, H9 1.118
4 N 2.455 -0.897 2.764  H10 0.993, H11 1.024, H12 1.053
5 N -0.473 -0.697 -2.135  C2 1.500, H13 1.031, H14 0.994
6 H -2.221 0.969 -1.945  C1 1.094
7 H -2.783 0.139 -0.574  C1 1.082
8 H -1.969 1.751 -0.408  C1 1.013
9 H 0.483 1.296 0.553  C3 1.118
10 H 1.998 -1.619 3.268  N4 0.993
11 H 3.218 -0.400 3.234  N4 1.024
12 H 1.989 -0.387 1.970  N4 1.053
13 H 0.340 -1.331 -2.128  N5 1.031
14 H -0.493 -0.146 -2.962  N5 0.994

Its charge is +1. The HOMO-LUMO gap comes out at 4.30 eV. The HOMO energy is -12.280 eV. For the total energy, the calculation gives -228.76566 Ha. The energy relative to the best compared isomer or geometry (same formula, charge and spin) comes out at 6.0178 eV.

---

Q: What is the charge in the first record?
A: 0